Here is C2H2KNaO2 as an isolated structure from OMol25. Energies are from ωB97M-V/def2-TZVPD.

Atoms and positions in Å:
C (-0.819, -0.382, 0.864)
C (-1.139, 0.304, -0.291)
O (-0.384, 1.292, -0.834)
O (0.362, -0.406, 1.446)
H (-2.206, 0.271, -0.581)
K (-1.010, 3.429, -2.376)
Na (1.254, 1.529, 0.651)
H (-1.254, -1.390, 0.433)

The calculation puts the total energy at -26940.35639 eV. The highest occupied orbital energy (spin up / spin down) is -0.156 / -0.156 Ha. Its net charge is 0. Its frontier orbital gap (spin up / spin down) is 2.9565 / 2.9571 eV. The LUMO energy (spin up / spin down) is -1.29 / -1.30 eV. The relative energy (zero: lowest compared OMol25 entry of this formula, charge and spin) is 0.000 eV.